# C16H17N3O3

One molecule with the formula C16H17N3O3 (ωB97M-V with the def2-TZVPD basis set, the Open Molecules 2025 dataset).

Calculated values
HOMO   -8.02 eV
Strongest force on any atom   0.0178 Eh/bohr
SMILES string   O=C(CN1CCc2ccccc21)NC(=O)NCc1ccco1
Energy above the lowest of the compared OMol25 structures with the same formula, charge and spin   47.0 kJ/mol

The geometry in ORCA input format:
```
! wB97M-V def2-TZVPD RIJCOSX def2/J DEFGRID3
* xyz 0 1
O -1.1368 -1.4386 1.7811
C -0.2605 -1.0543 1.0337
C 1.1736 -0.8341 1.5131
N 1.9134 0.0475 0.6584
C 1.7618 1.4830 0.8735
C 2.9150 2.1333 0.0932
C 3.8404 0.9752 -0.1558
C 5.1117 0.9573 -0.6771
C 5.7542 -0.2663 -0.8365
C 5.1145 -1.4412 -0.4860
C 3.8289 -1.4336 0.0379
C 3.1986 -0.2134 0.2099
N -0.4287 -0.7963 -0.2869
C -1.6106 -0.8304 -1.0667
O -1.5691 -0.4472 -2.2123
N -2.6810 -1.3305 -0.4337
C -3.9955 -1.3168 -1.0459
C -4.8417 -0.2127 -0.5000
C -4.8535 1.1264 -0.7604
C -5.8333 1.6868 0.0948
C -6.3390 0.6479 0.8117
O -5.7442 -0.5039 0.4624
H 1.1240 -0.4641 2.5482
H 1.6546 -1.8158 1.5406
H 0.7794 1.8126 0.5244
H 1.8329 1.7115 1.9474
H 3.3928 2.9359 0.6546
H 2.5658 2.5473 -0.8555
H 5.6040 1.8774 -0.9549
H 6.7548 -0.2977 -1.2393
H 5.6202 -2.3859 -0.6202
H 3.3454 -2.3637 0.2973
H 0.3911 -0.4652 -0.7879
H -2.5964 -1.5328 0.5584
H -3.8433 -1.1769 -2.1190
H -4.4847 -2.2757 -0.8571
H -4.2435 1.6393 -1.4751
H -6.1183 2.7165 0.1614
H -7.0967 0.5994 1.5683
*
```